(1)
Below is a cluster of 10 separate species, C39H61NO27 in total, with properties calculated with wB97M-V/def2-TZVPD.

Geometry as XYZ:
```
128
Properties=species:S:1:pos:R:3
O 4.127 4.812 3.589
O -0.897 5.919 3.116
O 2.371 1.041 -2.833
O -2.429 2.364 -1.857
O 5.265 3.397 5.049
O 1.821 -4.350 -0.972
O 5.455 -1.646 3.420
O -4.011 -4.003 -0.090
O -2.848 2.142 1.921
O -5.549 -2.504 0.171
O -1.934 5.407 1.157
O 3.289 0.698 -4.840
O -4.301 -2.454 -1.679
O -0.624 -1.529 1.636
O -4.444 0.811 1.145
O 2.683 -4.573 -2.950
O -1.985 1.315 -3.722
O 4.424 2.723 3.118
O 3.808 -2.727 4.429
O 0.055 4.562 1.676
O 1.181 -0.331 2.170
O 3.430 -2.693 -1.565
O -0.312 2.306 -2.616
O 4.511 0.465 -2.924
O 5.859 -3.431 4.824
O -0.138 0.307 0.481
O -3.708 0.668 3.296
N -1.363 -4.083 -1.725
C -1.715 4.538 0.137
C 3.698 3.260 2.026
C 3.115 -1.767 3.729
C -5.772 -3.377 1.257
C 4.653 3.646 4.009
C -4.558 -2.967 -0.598
C 5.121 -2.653 4.235
C 5.001 1.346 -0.680
C 2.660 -3.856 -1.813
C 3.518 -4.014 -3.961
C 0.681 -1.918 -4.294
C -2.790 1.408 4.145
C -1.031 -4.106 -2.842
C -1.754 -1.270 0.843
C -1.846 0.367 4.732
C -2.030 5.249 -1.154
C -0.212 4.162 0.317
C -3.713 1.969 -2.281
C -3.705 1.136 2.053
C -0.781 -0.895 -1.431
C -1.474 2.023 -2.733
C 4.222 -1.038 2.919
C -0.473 -2.783 -4.811
C -3.393 1.166 -3.581
C 2.673 0.525 -1.496
C 3.410 0.733 -3.641
C -4.445 3.298 -2.513
C 4.142 -1.398 1.399
C -7.057 -4.083 0.981
C 0.189 -0.503 1.489
C -4.549 -4.317 1.161
C -1.286 -0.224 -0.158
C -0.894 5.363 2.020
C 4.207 0.384 -1.574
C 2.619 2.274 1.730
C 3.267 4.623 2.508
C -2.176 2.462 3.150
C -0.580 -4.159 -4.199
C 1.398 -3.534 0.124
H 3.377 -0.777 0.898
H -2.323 -0.395 5.331
H 2.276 -2.242 3.205
H 0.347 4.768 -0.382
H -3.155 5.307 -1.358
H 0.320 -3.572 0.142
H 3.924 -2.431 1.181
H -4.006 3.834 -3.378
H 0.500 -0.848 -4.390
H 2.279 1.076 -0.725
H -4.302 1.468 -1.504
H 4.781 1.249 0.390
H 4.412 3.344 1.206
H 2.651 -1.132 4.494
H 6.099 1.254 -0.754
H 5.065 -1.200 0.924
H -2.572 -1.038 1.452
H 4.520 -4.394 -3.811
H -1.623 6.257 -1.072
H -6.964 -4.593 0.077
H 1.829 2.076 2.478
H -1.877 -2.197 0.387
H 1.743 -3.912 1.030
H -3.932 1.469 -4.448
H -5.747 -2.812 2.185
H -2.418 3.483 3.360
H -3.282 1.909 5.000
H -1.115 2.418 3.100
H 4.832 2.417 -1.008
H -7.394 -4.807 1.782
H 3.518 -2.949 -3.951
H -4.689 3.938 -1.667
H 1.597 -2.238 -4.735
H 2.263 -0.450 -1.233
H -1.333 -4.801 -4.666
H -1.326 -2.090 -4.502
H -4.839 -5.393 1.324
H -7.861 -3.394 0.842
H -3.536 0.075 -3.443
H -5.511 3.186 -2.779
H 0.901 -1.964 -3.221
H 4.335 0.078 3.065
H 2.063 2.583 0.846
H 1.716 -2.497 0.130
H 3.234 5.416 1.708
H 3.046 1.302 1.495
H 3.216 -4.336 -4.952
H -1.614 -1.186 -2.073
H 0.334 -4.703 -4.284
H -1.099 0.860 5.365
H -1.489 4.727 -2.037
H 4.627 -0.575 -1.222
H -3.688 -4.147 1.813
H 0.137 3.122 -0.028
H -0.277 -1.768 -1.158
H -0.656 -2.727 -5.919
H -1.300 -0.129 3.937
H 2.255 4.538 2.874
H -0.026 -0.301 -1.926
H -1.992 0.539 -0.358
H -2.326 3.620 0.339
```

Computed properties:
Structure (SMILES): C[C@H]1COC(=O)O1.C[C@H]1COC(=O)O1.C[C@H]1COC(=O)O1.C[C@H]1COC(=O)O1.C[C@H]1COC(=O)O1.C[C@H]1COC(=O)O1.C[C@H]1COC(=O)O1.C[C@H]1COC(=O)O1.COC(=O)OC.CCCC#N
Lowest unoccupied orbital energy in Ha: 0.0052
Net charge: 0

Atomic partial charges in e from the Löwdin method, atoms 1 to 99:
1 O 0.0890
2 O 0.1164
3 O 0.0637
4 O 0.0260
5 O 0.1235
6 O 0.0513
7 O 0.0923
8 O 0.0766
9 O 0.0503
10 O 0.0882
11 O 0.0983
12 O 0.1418
13 O 0.1025
14 O 0.0977
15 O 0.1336
16 O 0.0044
17 O 0.0814
18 O 0.0972
19 O 0.0697
20 O 0.0736
21 O 0.1136
22 O -0.0639
23 O 0.1505
24 O 0.1110
25 O 0.1179
26 O 0.1015
27 O 0.0903
28 N 0.2059
29 C -0.3775
30 C -0.3138
31 C -0.1336
32 C -0.3094
33 C -0.5474
34 C -0.6200
35 C -0.5603
36 C -0.0213
37 C -0.4231
38 C -0.0441
39 C -0.0886
40 C -0.2367
41 C -0.1882
42 C -0.0631
43 C -0.0105
44 C -0.0147
45 C -0.0481
46 C -0.2681
47 C -0.5959
48 C 0.0002
49 C -0.5976
50 C -0.2080
51 C -0.2248
52 C -0.0439
53 C -0.0566
54 C -0.5483
55 C -0.0374
56 C -0.0175
57 C -0.0220
58 C -0.5711
59 C -0.0761
60 C -0.2383
61 C -0.5935
62 C -0.3341
63 C -0.0288
64 C -0.0996
65 C -0.0253
66 C -0.1768
67 C -0.0189
68 H 0.0598
69 H 0.0871
70 H 0.1187
71 H 0.1258
72 H 0.0899
73 H 0.0673
74 H 0.0779
75 H 0.1056
76 H 0.0851
77 H 0.0713
78 H 0.1481
79 H 0.0543
80 H 0.1421
81 H 0.1342
82 H 0.0953
83 H 0.0680
84 H 0.1102
85 H 0.1014
86 H 0.0911
87 H 0.0732
88 H 0.1053
89 H 0.1025
90 H 0.0827
91 H 0.1244
92 H 0.1555
93 H 0.1256
94 H 0.1589
95 H 0.1217
96 H 0.1077
97 H 0.1179
98 H 0.0701
99 H 0.0736

(2)
Below is a cluster of 12 separate species, C39H62N4O22S in total, with properties calculated with wB97M-V/def2-TZVPD.

Geometry as XYZ:
```
128
Properties=species:S:1:pos:R:3
S 9.697 3.964 0.051
O 0.656 -12.426 -6.537
O 1.596 -10.494 -5.595
O -1.624 9.043 -3.979
O -8.021 -2.860 0.983
O -2.940 -8.356 3.813
O -0.443 -11.252 -4.876
O 2.196 10.878 5.733
O 2.004 8.597 5.179
O -9.112 -4.793 1.086
O -7.235 -4.598 -0.192
O 5.504 -1.940 6.209
O 6.018 -10.354 6.137
O 6.836 -10.092 3.910
O -2.921 -10.430 5.021
O 3.060 10.019 3.658
O 7.806 -2.013 6.078
O 6.828 -3.468 7.389
O 5.698 -8.509 4.802
O -0.444 10.786 -4.800
O -2.330 11.256 -3.786
O 10.554 3.743 1.255
O -4.621 -8.957 5.356
N -6.543 2.215 -5.633
N 3.938 0.502 -10.862
N 1.311 -2.008 -0.166
N -7.927 8.890 3.631
C -9.389 -2.515 1.292
C -9.909 -3.868 1.790
C 8.947 -2.698 6.624
C 0.625 -11.528 -5.729
C -3.441 -9.170 4.627
C 0.654 -1.178 0.305
C 3.081 0.564 -8.432
C 5.431 -8.458 3.455
C 9.128 2.327 -0.304
C -8.027 -4.090 0.606
C 1.401 8.802 6.468
C -0.390 1.215 0.118
C -4.565 1.266 -7.099
C -8.130 5.259 2.745
C 6.746 -9.079 3.032
C 0.034 2.501 0.898
C -0.244 -0.203 0.874
C 8.086 4.591 0.687
C 1.283 -9.580 -4.607
C 1.646 10.261 6.876
C 4.124 2.854 -8.172
C -0.101 -9.986 -4.230
C -6.676 5.652 2.209
C -1.471 10.298 -4.160
C 6.621 -2.384 6.625
C 8.161 -3.460 7.780
C -6.671 7.228 1.924
C 2.525 9.835 4.770
C -0.362 12.193 -4.676
C -5.090 -1.200 -6.874
C -5.044 -10.195 6.025
C -7.445 8.177 2.863
C -3.718 -11.018 6.095
C -1.861 12.463 -4.287
C 2.926 2.024 -7.866
C 6.157 -9.740 5.022
C -5.674 1.745 -6.253
C -4.942 -0.079 -7.865
C 3.574 0.483 -9.812
H -6.479 5.077 1.304
H 4.469 -8.900 3.198
H -2.015 13.260 -3.559
H 0.784 10.822 7.236
H -5.817 -10.584 5.362
H 4.006 3.298 -9.160
H -4.289 -0.449 -8.656
H 2.109 0.123 -8.214
H -5.672 -0.825 -6.032
H -5.820 0.050 -8.499
H -7.175 7.292 0.959
H 9.759 -2.012 6.864
H -10.945 -4.123 1.565
H -5.440 -9.985 7.018
H 3.741 0.038 -7.742
H 8.280 2.375 -0.988
H 0.357 8.557 6.666
H 0.996 2.934 0.624
H 0.026 1.099 -0.883
H -0.894 -9.356 -4.632
H 8.289 5.636 0.920
H 1.790 -9.689 -3.649
H 0.344 -0.224 1.791
H 0.284 12.260 -3.801
H 5.386 -7.410 3.159
H -0.423 3.443 0.596
H -9.544 -1.916 2.189
H 0.046 12.670 -5.567
H -0.167 2.415 1.966
H -1.245 -0.609 1.020
H 1.142 -8.547 -4.923
H 8.784 1.912 0.643
H -0.132 -10.009 -3.140
H -9.865 -3.946 2.876
H -3.140 -10.796 6.992
H -5.470 -2.133 -7.289
H -1.462 1.356 -0.020
H 4.858 2.052 -8.250
H -4.019 -12.047 5.903
H -2.449 12.593 -5.196
H 10.048 1.836 -0.620
H 8.382 -4.527 7.768
H -5.661 7.628 1.840
H -8.526 5.878 3.550
H 2.359 10.489 7.669
H 2.077 2.670 -8.089
H 7.836 4.176 1.663
H -9.808 -1.922 0.479
H 9.246 -3.321 5.780
H -4.651 2.092 -7.805
H 7.204 4.505 0.051
H 4.429 3.730 -7.598
H 8.298 -3.003 8.760
H 7.358 -8.207 3.264
H -3.622 1.245 -6.553
H -8.141 4.246 3.150
H 6.737 -9.264 1.958
H -8.892 5.321 1.968
H -5.982 5.267 2.956
H -4.085 -1.386 -6.497
H 1.915 8.219 7.231
H 2.951 1.978 -6.777
```

Computed properties:
Lowest unoccupied orbital energy in Ha: 0.0132
Net charge: 0

Atomic partial charges in e from the Löwdin method, atoms 1 to 99:
1 S 0.8071
2 O 0.1512
3 O 0.0412
4 O 0.0673
5 O 0.0990
6 O 0.0984
7 O 0.0465
8 O 0.0131
9 O 0.0513
10 O 0.0544
11 O 0.1202
12 O 0.0802
13 O 0.0882
14 O 0.0947
15 O 0.0018
16 O 0.1075
17 O 0.0222
18 O 0.0597
19 O 0.0620
20 O 0.0601
21 O 0.0695
22 O -0.5591
23 O 0.0024
24 N 0.1329
25 N 0.1589
26 N 0.1297
27 N 0.1198
28 C -0.0833
29 C -0.1410
30 C -0.0629
31 C -0.4434
32 C -0.4146
33 C -0.2721
34 C -0.1658
35 C -0.1611
36 C -0.2916
37 C -0.5694
38 C -0.1264
39 C -0.1935
40 C -0.1547
41 C -0.1146
42 C -0.1815
43 C -0.1112
44 C -0.1641
45 C -0.2629
46 C -0.1848
47 C -0.1649
48 C -0.1391
49 C -0.1363
50 C -0.2003
51 C -0.5369
52 C -0.4880
53 C -0.1227
54 C -0.1549
55 C -0.3768
56 C -0.0715
57 C -0.1236
58 C -0.0955
59 C -0.2167
60 C -0.0957
61 C -0.1230
62 C -0.2699
63 C -0.4692
64 C -0.2521
65 C -0.2567
66 C -0.2485
67 H 0.0944
68 H 0.1427
69 H 0.1342
70 H 0.1240
71 H 0.1250
72 H 0.0757
73 H 0.1010
74 H 0.1108
75 H 0.0682
76 H 0.1040
77 H 0.1012
78 H 0.1260
79 H 0.1320
80 H 0.1234
81 H 0.1162
82 H 0.0544
83 H 0.1268
84 H 0.0624
85 H 0.0990
86 H 0.1299
87 H 0.0373
88 H 0.1305
89 H 0.1133
90 H 0.1324
91 H 0.1396
92 H 0.0602
93 H 0.1239
94 H 0.1355
95 H 0.0709
96 H 0.1165
97 H 0.1376
98 H 0.0588
99 H 0.1276

(3)
Below is a structure of composition C39H63AsClP3RuSSi, with properties calculated with wB97M-V/def2-TZVPD.

Geometry as XYZ:
```
110
Properties=species:S:1:pos:R:3
Ru -1.048 0.657 -0.365
As -0.298 -4.854 -0.219
Cl -3.134 -0.130 0.079
S -0.107 -2.788 -0.466
P -0.449 0.034 -2.822
P -0.595 3.062 0.003
P -0.740 -0.099 2.574
Si 1.323 0.227 0.014
C -1.878 3.422 1.325
C -2.260 -1.082 3.146
C -2.611 -1.166 4.629
C 3.278 2.095 0.917
C 1.697 -0.927 1.502
C 2.859 -2.226 -3.667
C 1.063 -5.728 -1.307
C 0.713 -1.200 2.464
C 0.211 3.977 -2.407
C 3.056 -2.688 2.454
C 0.732 1.978 3.670
C -2.301 -2.464 2.497
C -0.028 -5.481 1.606
C 0.384 0.116 5.266
C 3.767 3.245 1.510
C 1.141 -0.854 -2.683
C 1.110 3.104 0.678
C -0.048 5.860 -0.792
C 1.603 4.250 1.299
C 1.240 1.450 -4.517
C -0.499 0.169 -5.791
C 3.311 -0.970 -1.683
C -1.657 -2.443 -3.853
C 0.891 -2.237 3.369
C -0.237 0.888 4.106
C 1.576 -1.708 -3.688
C 2.871 -1.672 1.537
C -0.579 4.493 -1.208
C -1.721 4.633 2.232
C 2.049 -2.995 3.354
C -1.848 -1.197 -3.000
C -3.106 -0.410 -3.368
C 3.744 -1.819 -2.686
C -2.048 -5.511 -0.786
C 1.952 1.993 0.513
C 2.003 -0.514 -1.631
C -3.230 3.443 0.605
C 2.917 4.316 1.725
C -0.189 0.903 -4.488
H -0.930 -5.296 2.187
H 0.908 -1.988 -4.485
H 1.939 0.684 -4.845
H -3.333 -2.782 2.365
H 1.021 5.828 -0.590
H -1.821 -2.440 1.516
H -1.633 4.596 -1.501
H -1.968 -1.539 -1.959
H -3.389 4.399 0.111
H -0.203 6.545 -1.624
H -3.277 2.645 -0.145
H 3.934 1.248 0.779
H -1.972 -1.846 5.186
H 2.174 -3.806 4.057
H 3.985 -3.239 2.463
H -1.759 5.562 1.668
H 0.966 -6.811 -1.284
H -0.892 1.747 -4.430
H 1.309 2.290 -5.204
H 3.274 5.202 2.227
H 1.374 -0.251 5.001
H 0.947 5.084 1.489
H -3.630 -1.541 4.707
H -3.150 0.516 -2.785
H 1.644 1.542 3.266
H -2.133 -6.587 -0.655
H 4.799 3.296 1.822
H -1.168 1.360 4.443
H 1.262 3.848 -2.148
H 0.973 -5.367 -2.333
H 4.768 -2.160 -2.697
H 0.161 -0.678 -5.955
H 1.003 2.612 4.513
H -1.532 -0.163 -5.829
H 3.662 -1.455 0.839
H -3.135 -0.161 -4.426
H 0.803 -4.928 2.048
H -0.800 4.595 2.804
H -2.588 -0.194 5.112
H -2.811 -5.006 -0.188
H -0.220 -0.723 5.591
H -3.049 -0.479 2.674
H 0.492 0.794 6.112
H -3.992 -0.995 -3.130
H -0.563 6.270 0.073
H -2.598 -2.993 -3.866
H -0.894 -3.089 -3.416
H -4.042 3.285 1.312
H 0.120 -2.457 4.091
H 0.194 -6.545 1.605
H -1.799 -3.199 3.121
H 3.174 -2.918 -4.433
H 2.041 -5.433 -0.921
H -0.192 3.012 -2.718
H -2.554 4.636 2.934
H 4.014 -0.636 -0.938
H 0.284 2.599 2.901
H -1.390 -2.218 -4.881
H -0.347 0.868 -6.614
H 1.561 1.783 -3.530
H -2.200 -5.254 -1.836
H 0.149 4.672 -3.242
H -1.846 2.505 1.944
```

Computed properties:
2S+1: 2
Lowest unoccupied orbital energy (spin up / spin down) in Ha: -0.1125 / -0.1212
Net charge: +1

Atomic partial charges in e from the Löwdin method, atoms 1 to 99:
1 Ru 0.3751
2 As 0.7237
3 Cl 0.0430
4 S 0.2921
5 P 1.0489
6 P 1.0311
7 P 1.0923
8 Si 0.6297
9 C -0.5396
10 C -0.5515
11 C -0.1082
12 C -0.1004
13 C -0.3172
14 C -0.0565
15 C -0.2508
16 C -0.4168
17 C -0.1319
18 C -0.0627
19 C -0.1183
20 C -0.1630
21 C -0.2275
22 C -0.1001
23 C -0.0582
24 C -0.4511
25 C -0.3910
26 C -0.0927
27 C -0.1149
28 C -0.1182
29 C -0.0929
30 C -0.1042
31 C -0.1094
32 C -0.1115
33 C -0.5118
34 C -0.1048
35 C -0.0986
36 C -0.4949
37 C -0.0947
38 C -0.0818
39 C -0.5906
40 C -0.1470
41 C -0.0570
42 C -0.2358
43 C -0.2886
44 C -0.3133
45 C -0.1445
46 C -0.0557
47 C -0.5008
48 H 0.0288
49 H 0.0870
50 H 0.0804
51 H 0.0842
52 H 0.0734
53 H -0.0234
54 H 0.1084
55 H -0.0140
56 H 0.0758
57 H 0.0901
58 H 0.0131
59 H 0.0952
60 H 0.0661
61 H 0.1124
62 H 0.1097
63 H 0.0670
64 H 0.0352
65 H 0.0973
66 H 0.0897
67 H 0.1122
68 H 0.0809
69 H 0.0896
70 H 0.0866
71 H 0.0366
72 H 0.0791
73 H 0.0363
74 H 0.1106
75 H 0.1025
76 H 0.0853
77 H 0.0292
78 H 0.1102
79 H 0.0680
80 H 0.0947
81 H 0.0587
82 H 0.0789
83 H 0.0651
84 H 0.0118
85 H 0.0597
86 H 0.0673
87 H 0.0358
88 H 0.0508
89 H 0.0402
90 H 0.0903
91 H 0.0834
92 H 0.0620
93 H 0.0853
94 H 0.0437
95 H 0.0878
96 H 0.0980
97 H 0.0381
98 H 0.0591
99 H 0.1105

no.,energy (eV)
1,-98203.146
2,-103278.354
3,-163984.941